Here is a cluster of 2 separate species, C5H10N2O in total at a distorted geometry from the OMol25 dataset. Energies are from ωB97M-V/def2-TZVPD.

Structure (XYZ):
```
18
Properties=species:S:1:pos:R:3:forces:R:3
O 0.9228 -2.2057 -1.0674 0.1 1.1 -0.5
N 0.4015 0.9688 0.5547 0.9 -1.4 -1.8
N -0.4519 2.2041 2.0917 1.3 -1.7 -3.5
C 0.7065 1.5003 1.7050 -5.0 0.6 -2.2
C 1.4944 -3.4902 -0.7162 -3.2 0.8 -2.1
C -0.8626 1.2920 0.0588 2.0 2.1 5.9
C -1.3411 2.1889 1.0305 0.0 -2.1 -0.5
C -1.3521 0.9149 -1.2023 1.3 0.4 -5.5
H -2.3092 0.4627 -1.4127 -0.4 0.0 0.7
H 2.4782 -3.5700 -1.0796 1.2 -0.6 -0.3
H -0.6932 2.8018 2.7736 0.0 2.3 3.4
H 1.4613 -1.4658 -1.4727 -0.3 -2.0 1.0
H -0.6071 0.3323 -1.8442 -0.7 0.2 1.5
H 1.6572 1.4055 2.0841 1.5 0.1 1.6
H -1.2801 1.8596 -1.8257 -0.7 -0.7 0.4
H 1.3601 -3.6027 0.3154 0.5 -0.1 1.7
H -2.3140 2.6360 1.1521 0.0 0.2 0.0
H 0.7293 -4.2325 -1.1454 1.6 0.7 0.2
```
Positions in Å, forces in eV/Å.

Its energy relative to the best compared isomer or geometry (same formula, charge and spin) is 250.9 kJ/mol. As for the net charge: 0. As for the SMILES: Cc1c[nH]cn1.CO. Its strongest force on any atom is 6.6 eV Å⁻¹. The value obtained for the orbital gap is 9.32 eV.

These are the natural (NBO) partial charges, in e, on atoms 1 to 4:
1. O -0.768
2. N -0.451
3. N -0.520
4. C 0.139



Here is an isolated molecule of C5H10N2O at a distorted geometry from the OMol25 dataset. Energies are from ωB97M-V/def2-TZVPD.

Structure (XYZ):
```
18
Properties=species:S:1:pos:R:3:forces:R:3
O 2.3397 0.2413 0.5245 -0.2 0.2 0.0
N 0.5627 1.7179 -0.0058 0.5 -0.2 0.5
N -2.0516 1.4373 -0.3819 0.1 0.4 0.2
C -0.8603 1.0927 -0.7066 0.1 -1.7 -0.1
C -0.8269 -0.8325 1.1309 0.2 0.0 0.0
C 0.4027 -1.5702 -0.9723 -0.1 0.1 0.0
C 0.0334 -0.4260 -0.0520 -0.9 0.8 -0.4
C 1.0696 0.5439 0.2305 0.3 0.7 -0.1
H -0.9347 -0.0261 1.8566 0.0 0.0 0.0
H -2.2268 1.4513 0.6189 0.0 -0.2 0.0
H 0.9972 -2.3351 -0.4617 0.0 0.0 0.0
H -0.5109 -2.0425 -1.3394 0.0 0.0 0.0
H 0.9300 2.6181 0.2969 0.1 -0.1 -0.1
H -0.3912 -1.6901 1.6509 -0.1 0.0 0.0
H 0.9708 -1.2250 -1.8388 0.0 0.0 0.0
H -0.5902 1.1149 -1.7608 0.1 0.1 0.0
H -1.8291 -1.0852 0.7746 0.1 0.0 0.0
H 2.9155 1.0154 0.4355 -0.1 -0.1 0.1
```
Positions in Å, forces in eV/Å.

Its energy relative to the best compared isomer or geometry (same formula, charge and spin) is 328.2 kJ/mol. As for the net charge: 0. Its strongest force on any atom is 1.7 eV Å⁻¹. The value obtained for the orbital gap is 7.46 eV.

These are the natural (NBO) partial charges, in e, on atoms 1 to 4:
1. O -0.638
2. N -0.631
3. N -0.843
4. C 0.239



Here is an isolated molecule of C5H10N2O2 at a distorted geometry from the OMol25 dataset. Energies are from ωB97M-V/def2-TZVPD.

Structure (XYZ):
```
19
Properties=species:S:1:pos:R:3:forces:R:3
O -1.5445 -0.5210 -1.2144 0.2 0.9 -1.3
O -1.4872 1.7626 -0.1314 -0.7 0.2 -0.7
N -2.1330 -0.7433 0.0513 2.1 0.7 0.2
N 0.0615 -0.5602 1.3211 0.6 0.7 0.4
C 1.0864 -0.0990 0.4625 2.3 2.3 -0.5
C 1.4451 -1.0338 -0.6611 2.9 -2.1 -0.7
C -0.4092 1.6968 0.4012 -1.1 2.8 -0.4
C 0.8509 1.3342 -0.2493 1.7 -1.5 -1.7
C -1.1444 -0.7376 1.1114 -3.6 -2.7 0.0
H 0.7900 -1.1944 -1.5978 0.7 0.8 1.9
H 2.5711 -0.7964 -0.9972 -2.5 -0.4 0.5
H -0.4399 2.0925 1.4400 1.0 -0.5 -0.1
H -1.7195 -1.1954 1.9360 0.2 0.4 0.2
H 0.9606 0.9258 -1.4012 -1.3 2.2 2.6
H 1.6304 2.1698 -0.0949 -1.0 -1.6 0.1
H -2.5303 -1.6896 0.0160 0.1 0.5 0.0
H 1.9669 0.1210 1.1511 -0.8 -0.9 -1.0
H 1.5428 -2.0194 -0.1509 0.0 0.2 -0.7
H -1.4975 0.4872 -1.3924 -0.7 -2.0 1.1
```
Positions in Å, forces in eV/Å.

Its energy relative to the best compared isomer or geometry (same formula, charge and spin) is 557.6 kJ/mol. As for the net charge: 0. As for the SMILES: C[C@@H](CC=O)/N=C\NO. Its strongest force on any atom is 4.5 eV Å⁻¹. The value obtained for the orbital gap is 9.99 eV.

These are the natural (NBO) partial charges, in e, on atoms 1 to 4:
1. O -0.628
2. O -0.563
3. N -0.340
4. N -0.491



Here is an isolated molecule of C5H10N2O2 at a distorted geometry from the OMol25 dataset. Energies are from ωB97M-V/def2-TZVPD.

Structure (XYZ):
```
19
Properties=species:S:1:pos:R:3:forces:R:3
O 2.4642 -0.9649 0.4224 -0.5 -0.8 -0.4
O 0.0945 -1.5626 -0.4760 0.1 -0.7 -0.3
N 0.3364 -0.2406 -0.1523 2.6 0.6 1.2
N -2.4842 -0.5369 -0.1422 -0.3 -0.5 0.0
C 1.7243 -0.0429 0.1804 -0.7 2.4 0.2
C -1.9969 0.8227 -0.2381 1.7 -1.3 0.5
C 2.2990 1.4323 0.0933 -1.7 0.5 1.0
C -0.5313 0.7749 -0.6858 -1.3 -0.7 -0.3
C -2.1808 0.2263 1.0745 -2.5 -1.2 2.4
H 3.3779 1.5997 0.2961 -0.8 -0.9 -0.2
H -0.6076 0.7301 -1.7351 0.5 -0.1 -1.7
H 1.7485 2.2551 0.6811 0.6 -1.6 -0.5
H -2.6908 1.4912 -0.6990 0.1 0.7 -0.1
H -0.0347 1.6107 -0.3865 1.1 2.8 0.5
H -1.3365 -0.2217 1.6259 -0.3 0.9 -0.2
H 0.9928 -1.9435 -0.3921 -0.1 -0.3 0.1
H -1.6431 -1.0819 -0.2068 -0.5 -1.0 -0.7
H -3.1436 0.2887 1.6789 1.6 0.7 -0.6
H 2.0168 1.6544 -0.9184 0.5 0.6 -0.8
```
Positions in Å, forces in eV/Å.

Its energy relative to the best compared isomer or geometry (same formula, charge and spin) is 470.9 kJ/mol. As for the net charge: 0. As for the SMILES: CC(=O)N(O)C[C@@H]1CN1. Its strongest force on any atom is 3.6 eV Å⁻¹. The value obtained for the orbital gap is 9.98 eV.

These are the natural (NBO) partial charges, in e, on atoms 1 to 4:
1. O -0.605
2. O -0.570
3. N -0.177
4. N -0.578